# 1
An isolated ion of composition C3H9N2OS and charge +1 in a non-equilibrium geometry. Source: the OMol25 dataset; level of theory: wB97M-V/def2-TZVPD.

Each line ends with the Mulliken charge.
Atoms and positions in Å:
C: -1.7961 0.0114 -0.1694  0.570
C: 2.5078 -0.7151 0.0795  -1.273
C: 1.2021 0.0200 0.2210  0.251
N: -1.6644 1.2411 0.0462  -0.272
N: -2.8237 -0.7383 0.0371  -0.349
O: 1.0988 1.1979 -0.5825  -0.544
S: -0.0617 -1.1046 -0.5191  -0.131
H: 2.5928 -0.9674 -1.0397  0.419
H: 3.3918 -0.2115 0.5852  0.315
H: 2.3539 -1.5926 0.7661  0.358
H: 1.0903 0.1819 1.3313  0.317
H: -2.4132 1.9011 0.4388  0.279
H: -0.7220 1.5536 -0.1398  0.266
H: -3.7150 -0.2533 0.1566  0.234
H: -2.6927 -1.6828 0.1560  0.216
H: 1.6513 1.1585 -1.3674  0.345

## Properties
E_HOMO ... -13.769 eV
LUMO energy ... -3.87 eV
Total charge ... +1
Energy relative to the best compared isomer or geometry (same formula, charge and spin) ... 34.9 kcal per mole

# 2
A 2-piece molecular cluster, C5H14N2O overall in a non-equilibrium geometry. Source: the OMol25 dataset; level of theory: wB97M-V/def2-TZVPD.

Each line ends with the Mulliken charge.
Atoms and positions in Å:
C: 0.5330 -1.4128 1.1474  -1.043
C: 0.0060 -0.2084 0.9976  -0.585
C: -0.9940 0.2269 -0.1487  1.956
C: -0.9256 -0.6963 -1.3650  -1.858
C: -2.4295 0.2736 0.3940  -1.622
O: -0.5927 1.5439 -0.5352  -0.621
H: 0.6263 -2.1200 0.3397  0.345
H: 0.9631 -1.7403 2.0795  0.315
H: -0.0338 0.4816 1.8292  0.363
H: -1.5572 -0.3082 -2.1659  0.458
H: -1.2790 -1.6939 -1.1177  0.416
H: 0.0987 -0.7665 -1.7263  0.341
H: -2.7320 -0.7128 0.7378  0.356
H: -2.4910 0.9659 1.2315  0.378
H: -3.1227 0.6001 -0.3830  0.427
H: -1.1851 1.8760 -1.2202  0.345
N: 2.4477 1.3262 0.1266  -0.469
N: 3.0140 0.0721 -0.2492  -0.533
H: 1.4594 1.5023 -0.0656  0.260
H: 2.7889 1.5783 1.0506  0.244
H: 2.8115 -0.0878 -1.2353  0.267
H: 2.5939 -0.6999 0.2783  0.260

## Properties
E_HOMO ... -8.188 eV
LUMO energy ... 0.76 eV
Energy relative to the best compared isomer or geometry (same formula, charge and spin) ... 74.2 kcal per mole

# 3
A 3-piece molecular cluster, C2H10O2S overall in a non-equilibrium geometry. Source: the OMol25 dataset; level of theory: wB97M-V/def2-TZVPD.

Each line ends with the Mulliken spin population.
Atoms and positions in Å:
C: -0.2420 -1.9585 -0.1432  0.016
C: -0.0855 -0.7399 0.7683  -0.046
S: 1.6625 -0.1169 0.7177  0.978
H: -0.1196 -1.7786 -1.2091  -0.001
H: 0.2337 -2.8718 0.1916  -0.002
H: -1.3259 -2.1348 -0.1490  0.000
H: -0.1780 -1.1845 1.7629  0.050
H: -0.7715 0.0842 0.5883  0.023
H: 1.9844 -1.0539 -0.2334  -0.017
H: 0.2579 0.8804 -1.7034  -0.006
H: -0.1816 0.2784 -2.9684  -0.001
O: -0.5612 0.5792 -2.1323  0.007
H: -0.5769 4.0076 1.2861  0.000
H: 0.0225 2.8301 2.0511  0.000
O: -0.1187 3.1788 1.1728  0.000

## Properties
Spin multiplicity ... 2
E_HOMO (alpha / beta) ... -15.047 / -15.045 eV
LUMO energy (alpha / beta) ... -4.34 / -9.19 eV
Total charge ... +1
Energy relative to the best compared isomer or geometry (same formula, charge and spin) ... 13.2 kcal per mole

# 4
A 9-piece molecular cluster, C45H84FN2O18 overall in a non-equilibrium geometry. Source: the OMol25 dataset; level of theory: wB97M-V/def2-TZVPD.

Each line ends with the Mulliken charge.
Atoms and positions in Å:
C: -0.0846 -3.7762 2.7157  -0.944
C: -0.7968 -2.3667 2.2331  0.822
C: 0.1298 -1.6134 1.0923  -0.687
C: -2.2044 -2.8098 1.5400  0.148
C: -3.5215 -2.2162 2.2567  -1.111
C: -3.5864 -2.4448 3.8332  1.045
C: -3.4076 -1.1507 4.7433  0.210
C: -3.2085 0.3267 4.1715  -0.388
C: -4.5710 1.1899 4.0948  -0.563
O: -4.7834 1.8263 5.4078  -0.534
C: -3.4731 -1.3918 6.3081  -0.453
C: -3.6885 -2.9169 6.7155  -0.355
N: -3.8299 -3.9924 5.8063  -1.142
N: -3.7909 -3.6961 4.5101  1.109
C: -3.9948 -4.8832 3.5793  -0.209
C: -4.8262 -5.9871 4.4429  0.423
O: -4.3262 -7.0329 4.8948  -0.459
F: -6.2078 -5.6264 4.6814  -0.253
H: 0.3252 -4.2512 1.7605  0.052
H: -0.9543 -4.3943 3.1768  0.096
H: 0.6839 -3.6230 3.5478  0.356
H: -0.9768 -1.6521 3.1305  0.107
H: -0.3388 -0.5621 0.8770  0.151
H: 0.1308 -2.2688 0.1455  0.057
H: 1.1946 -1.3895 1.4849  0.116
H: -2.3113 -3.9594 1.5412  0.113
H: -2.1968 -2.4771 0.4398  -0.154
H: -3.6090 -1.1148 1.9486  0.086
H: -4.4368 -2.7461 1.7752  0.464
H: -2.7179 0.3544 3.1341  0.020
H: -2.5219 0.8823 4.9205  0.510
H: -5.4830 0.5664 3.7839  0.333
H: -4.4289 2.0344 3.3153  0.248
H: -5.5128 1.2953 5.8063  0.344
H: -3.3738 -0.5455 7.0662  0.423
H: -3.7076 -3.1411 7.8379  0.384
H: -4.6710 -4.6248 2.6909  0.314
H: -2.9923 -5.3424 3.2548  0.287
O: -3.2764 1.0675 0.3255  -0.570
C: -2.5731 1.6134 -0.5000  0.717
O: -1.2438 1.4596 -0.4533  -0.222
C: -0.3350 1.9133 -1.4735  -0.424
C: 0.0245 3.3693 -1.2744  -0.899
C: -3.1655 2.5383 -1.5255  -0.997
H: -0.7328 1.7101 -2.4708  0.285
H: 0.5673 1.3048 -1.3712  0.342
H: -0.8534 4.0147 -1.3542  0.203
H: 0.7529 3.6880 -2.0142  0.389
H: 0.4423 3.5274 -0.2768  0.389
H: -3.3078 3.5234 -1.0783  0.290
H: -4.1335 2.1369 -1.8328  0.370
H: -2.5709 2.6293 -2.4324  0.165
O: 1.5826 5.4802 0.6388  -0.576
C: 2.5773 5.9090 0.0966  0.779
O: 2.6737 7.2176 -0.2020  -0.349
C: 3.8687 7.8535 -0.6819  -0.475
C: 3.9987 7.7016 -2.1843  -0.716
C: 3.6781 4.9800 -0.3339  -0.874
H: 4.7487 7.4927 -0.1435  0.349
H: 3.7705 8.9138 -0.4359  0.320
H: 4.0845 6.6528 -2.4761  0.259
H: 4.8791 8.2350 -2.5503  0.400
H: 3.1120 8.0973 -2.6859  0.096
H: 3.4144 4.5344 -1.2948  0.168
H: 3.7763 4.1921 0.4155  0.262
H: 4.6540 5.4560 -0.4056  0.378
O: 0.6980 3.4691 -3.9268  -0.555
C: 0.1186 3.2682 -4.9724  0.824
O: -1.2223 3.3752 -5.0317  -0.349
C: -1.9873 3.3302 -6.2476  -0.411
C: -2.2812 1.8995 -6.6530  -0.999
C: 0.8688 2.8102 -6.1916  -1.236
H: -1.4976 3.9014 -7.0401  0.359
H: -2.9288 3.8428 -6.0349  0.347
H: -1.3645 1.3437 -6.8611  0.245
H: -2.9101 1.8740 -7.5456  0.429
H: -2.7936 1.3715 -5.8449  0.254
H: 1.0205 1.7310 -6.1336  0.268
H: 1.8385 3.3117 -6.2071  0.348
H: 0.3801 3.0622 -7.1305  0.399
O: -0.2591 -4.6819 -1.0321  -0.529
C: 0.8418 -5.0821 -1.3524  0.758
O: 1.7833 -5.2905 -0.4146  -0.257
C: 3.0512 -5.9228 -0.6647  -0.207
C: 4.0643 -4.9206 -1.1790  -1.052
C: 1.2017 -5.2641 -2.8005  -1.138
H: 2.9355 -6.7847 -1.3267  0.393
H: 3.3938 -6.3153 0.2959  0.112
H: 3.7550 -4.4895 -2.1339  0.325
H: 5.0394 -5.3940 -1.3139  0.394
H: 4.1689 -4.0901 -0.4764  0.286
H: 1.4921 -4.2995 -3.2206  0.234
H: 0.3230 -5.6394 -3.3290  0.263
H: 1.9930 -5.9912 -2.9699  0.387
O: 2.4803 7.2966 -5.8743  -0.551
C: 1.6409 8.1722 -5.8743  0.801
O: 1.0753 8.5722 -4.7176  -0.326
C: 0.2080 9.7094 -4.5867  -0.436
C: -1.2222 9.3448 -4.9302  -0.990
C: 1.1495 8.7632 -7.1668  -1.043
H: 0.5796 10.5553 -5.1701  0.397
H: 0.2580 10.0124 -3.5378  0.347
H: -1.3163 9.0205 -5.9689  0.262
H: -1.8851 10.1989 -4.7740  0.365
H: -1.5636 8.5140 -4.3076  0.295
H: 0.3866 8.1089 -7.5920  0.242
H: 1.9929 8.8312 -7.8565  0.306
H: 0.7541 9.7721 -7.0681  0.340
O: 4.0268 -0.9523 2.1695  -0.567
C: 3.6446 -0.5740 3.2536  0.816
O: 2.9669 0.5860 3.3678  -0.331
C: 2.3225 1.0340 4.5693  -0.271
C: 3.3027 1.7462 5.4795  -1.090
C: 3.9929 -1.3381 4.4990  -0.800
H: 1.8058 0.2098 5.0680  0.259
H: 1.5481 1.7389 4.2557  0.386
H: 4.1048 1.0808 5.8061  0.287
H: 2.7938 2.1338 6.3652  0.380
H: 3.7769 2.5777 4.9525  0.300
H: 4.9987 -1.0608 4.8195  0.309
H: 3.9683 -2.4049 4.2654  -0.047
H: 3.2926 -1.1898 5.3189  0.352
O: 3.8348 -4.9374 2.9352  -0.511
C: 3.5692 -5.6485 3.8777  0.779
O: 2.7173 -5.2193 4.8314  -0.187
C: 2.2020 -6.0412 5.8907  -0.411
C: 3.1682 -6.0946 7.0569  -1.060
C: 4.2482 -6.9787 4.0520  -1.185
H: 1.9315 -7.0333 5.5212  0.411
H: 1.2717 -5.5697 6.2181  0.307
H: 4.1202 -6.5463 6.7702  0.271
H: 2.7456 -6.6743 7.8806  0.392
H: 3.3919 -5.0859 7.4132  0.302
H: 5.2238 -6.8240 4.5157  0.278
H: 4.3834 -7.4278 3.0663  0.292
H: 3.6732 -7.6940 4.6367  0.389
O: -2.4646 -2.1513 -6.4238  -0.576
C: -2.7281 -2.8637 -5.4814  0.710
O: -3.5785 -2.4364 -4.5281  -0.392
C: -4.0913 -3.2595 -3.4690  -0.780
C: -3.1223 -3.3109 -2.3049  -0.028
C: -2.0474 -4.1933 -5.3088  -0.733
H: -4.3609 -4.2521 -3.8379  0.424
H: -5.0220 -2.7899 -3.1405  0.345
H: -2.1702 -3.7604 -2.5938  -0.051
H: -3.5414 -3.8921 -1.4799  0.333
H: -2.8988 -2.3016 -1.9486  0.032
H: -1.0715 -4.0376 -4.8459  0.028
H: -1.9128 -4.6414 -6.2951  0.399
H: -2.6210 -4.9097 -4.7240  0.320

## Properties
E_HOMO ... -11.134 eV
LUMO energy ... -4.39 eV
Total charge ... +1
Energy relative to the best compared isomer or geometry (same formula, charge and spin) ... 135.9 kcal per mole

The highest energy relative to the best compared isomer or geometry (same formula, charge and spin) belongs to which entry?
C45H84FN2O18

Which of these has the highest energy relative to the best compared isomer or geometry (same formula, charge and spin)?
C45H84FN2O18

The lowest energy relative to the best compared isomer or geometry (same formula, charge and spin) belongs to which entry?
C2H10O2S